(1)
Here is a cluster of 2 separate species, C5H7FSi in total from the OMol25 dataset. Energies are from the ωB97M-V functional and the def2-TZVPD basis.

Computed properties:
HOMO level: -8.9 eV
Orbital gap: 8.02 eV
Net charge: 0

Structure (XYZ):
```
14
C5H7FSi | the OMol25 dataset | the ωB97M-V functional and the def2-TZVPD basis
Si -0.79 0.61 0.01
F -1.62 1.76 -0.75
C -0.98 -0.96 -1.09
C 3.43 1.14 -0.34
C 2.25 0.91 -0.24
C -1.29 0.74 1.87
C -0.07 -1.91 -1.28
H 4.46 1.06 -0.43
H -0.57 0.24 2.50
H 1.02 -1.82 -1.03
H -1.84 -0.97 -1.73
H -1.37 1.82 2.24
H -0.30 -2.94 -1.68
H -2.33 0.31 1.94
```

Atomic partial charges in e from the Mulliken method, atoms 1 to 6:
1. Si 0.7630
2. F -0.2251
3. C -0.3272
4. C -0.0900
5. C -0.8640
6. C -0.8912



(2)
Here is the molecule C3H7N3Si from the OMol25 dataset. Energies are from the ωB97M-V functional and the def2-TZVPD basis.

Computed properties:
HOMO level (spin up / spin down): -8.4 / -8.4 eV
Orbital gap (spin up / spin down): 7.72 / 7.73 eV
Net charge: 0

Structure (XYZ):
```
14
C3H7N3Si | the OMol25 dataset | the ωB97M-V functional and the def2-TZVPD basis
Si 1.18 -0.84 0.35
N -0.46 -0.52 0.09
N -1.51 -1.13 -0.23
N -2.70 0.77 0.08
C -1.89 1.53 0.57
C 2.15 0.64 -0.45
C -2.67 -0.56 -0.28
H 2.35 1.43 0.28
H -3.38 -1.12 -0.78
H 3.13 0.29 -0.79
H 1.98 -2.08 -0.38
H 1.60 1.00 -1.30
H 1.25 -1.17 1.71
H -1.03 1.76 1.14
```

Atomic partial charges in e from the Mulliken method, atoms 1 to 6:
1. Si 0.1260
2. N 0.2107
3. N -0.4168
4. N -0.3141
5. C 0.1896
6. C -0.9721



(3)
Here is a cluster of 7 separate species, C61H70BBrN3O21PS in total from the OMol25 dataset. Energies are from the ωB97M-V functional and the def2-TZVPD basis.

Computed properties:
HOMO level: -8.2 eV
SMILES: CCCCN[C@@]1(CCCNCc2ccccc2O)[C@@H](C)S(=O)(=O)O[C@@H](P(O)Br)[C@@]1(OCCNC[C@H](C)O)B(O)OC.O=C1C=CC(=O)C=C1.O=C1C=CC(=O)C=C1.O=C1C=CC(=O)C=C1.O=C1C=CC(=O)C=C1.O=C1C=CC(=O)C=C1.O=C1C=CC(=O)C=C1
Orbital gap: 6.33 eV
Net charge: 0

Structure (XYZ):
```
159
C61H70BBrN3O21PS | the OMol25 dataset | the ωB97M-V functional and the def2-TZVPD basis
Br 7.89 -2.45 -1.91
S 3.55 -0.76 1.80
P 5.68 -2.61 -1.34
O -8.32 -5.11 1.21
O 1.22 -8.91 1.94
O 6.10 0.24 -2.96
O 5.57 -4.07 -0.38
O -11.69 9.35 3.33
O -4.45 -0.13 -3.79
O -5.33 4.28 2.16
O -0.43 -5.26 2.44
O 7.56 3.24 0.73
O 3.95 -0.62 -3.88
O 3.15 -1.60 3.06
O -3.28 -6.49 2.17
O 4.04 0.63 2.38
O -8.76 4.93 2.99
O 4.75 -1.63 1.00
O 2.69 2.90 -4.25
O -0.82 -7.65 -2.80
O -4.64 3.75 7.40
O 10.66 7.17 2.51
O -1.57 -2.80 7.01
O 3.94 1.22 -0.79
N 2.38 -2.25 -1.06
N 3.56 3.67 -1.58
N -0.69 1.57 -3.32
C -0.20 -7.50 0.70
C -0.71 -7.18 -0.50
C -4.43 0.90 -2.72
C 1.51 -5.23 -4.71
C 8.28 4.14 1.14
C -7.16 -5.43 1.43
C 9.06 5.52 3.01
C -3.23 2.03 -2.65
C 1.45 0.13 -1.85
C -5.17 4.16 3.37
C -4.45 3.08 -0.33
C 3.62 4.06 -4.19
C 1.40 -4.28 -2.21
C -3.22 3.14 -1.41
C -4.85 -4.76 1.92
C -9.68 8.35 2.64
C -0.35 -7.94 -1.71
C 1.11 -9.38 -0.36
C 3.52 4.72 -2.68
C -0.04 -0.51 -2.01
C -5.82 4.79 5.65
C -11.02 8.33 3.25
C -6.75 -6.84 1.46
C -2.02 -4.60 5.55
C -1.31 -3.37 5.96
C -9.44 5.94 3.07
C 0.85 -1.24 1.17
C -2.03 2.11 -3.77
C 9.95 5.88 0.67
C -8.94 7.23 2.55
C 8.28 4.53 2.56
C -11.52 7.04 3.77
C 5.19 -1.05 -0.26
C -0.27 -2.85 5.05
C 0.49 -4.60 -3.57
C 2.31 -2.89 -2.39
C 5.11 1.96 -0.44
C 9.95 6.27 2.10
C 6.27 0.52 -4.40
C 0.01 -3.47 3.90
C 9.17 4.89 0.23
C -10.78 5.93 3.69
C 2.53 -0.77 -0.99
C 4.10 -0.20 -1.11
C -0.69 -4.69 3.49
C -4.80 3.87 6.20
C 3.20 5.16 -5.36
C 0.60 -9.06 -1.56
C 0.75 -8.62 0.85
C -6.12 -4.41 1.68
C -5.66 0.87 -1.61
C -4.44 -6.17 1.95
C -1.73 -5.21 4.40
C -3.98 3.10 5.23
C -5.99 4.92 4.33
C -5.48 -7.19 1.70
C 2.15 -0.42 0.61
C -5.69 1.99 -0.39
C -0.63 0.03 -3.47
C -4.16 3.24 3.92
C 5.02 3.43 -1.25
B 4.69 -0.22 -2.68
H -3.57 2.68 3.20
H -1.85 3.25 -4.07
H -2.78 -4.97 6.23
H 9.07 5.82 4.05
H 2.25 -4.38 -5.06
H -7.95 7.23 2.11
H 6.29 -0.44 -5.08
H 2.66 6.11 -4.92
H -0.13 -1.66 -1.86
H -11.13 4.98 4.06
H -1.70 -0.41 -3.70
H -2.24 -6.12 4.09
H 0.94 -2.41 1.14
H 1.81 -10.19 -0.23
H 2.17 -6.03 -4.14
H -5.16 -8.23 1.72
H 0.77 -3.10 3.22
H 0.24 -1.95 5.36
H -6.44 -3.38 1.66
H -1.41 -6.36 -0.63
H 2.06 -5.19 -1.87
H -12.50 7.05 4.22
H 3.11 4.12 -0.75
H 6.24 -4.72 -0.78
H 2.84 -2.79 -0.31
H 5.17 2.27 0.71
H 4.22 5.55 -5.81
H -6.49 0.04 -1.75
H 1.79 0.42 -2.93
H -4.08 -4.02 2.10
H 5.71 3.40 -2.22
H -0.74 0.01 -1.19
H 10.61 6.43 0.02
H 1.76 -2.28 -3.23
H 2.54 4.57 -6.13
H -7.52 -7.58 1.27
H 6.23 -0.54 -0.07
H 7.62 3.98 3.22
H 0.86 -9.60 -2.46
H -0.19 -0.89 0.72
H 3.50 0.18 -4.33
H 0.96 -5.73 -5.62
H -0.29 -5.45 -3.26
H -6.59 1.99 0.37
H 1.89 0.74 0.75
H -6.41 5.34 6.37
H 4.75 3.74 -4.33
H -3.99 -0.94 -3.37
H -2.36 3.95 -1.29
H 0.63 -4.05 -1.35
H 2.56 5.40 -2.64
H 5.40 4.27 -0.52
H 0.13 -0.23 -4.34
H 5.49 1.32 -4.78
H -6.73 5.59 3.91
H -4.45 3.88 0.53
H -0.46 -6.96 1.60
H 7.33 1.04 -4.52
H -2.38 1.45 -4.70
H 3.32 -3.26 -2.87
H 4.45 5.45 -2.58
H 6.16 1.53 -0.72
H 1.30 1.17 -1.29
H -3.24 2.43 5.65
H 2.86 2.47 -5.15
H 0.10 1.94 -3.91
H -0.07 -3.63 -3.92
H 0.75 -0.96 2.33
H -9.33 9.30 2.26
H 9.16 4.59 -0.81
```

Atomic partial charges in e from the Mulliken method, atoms 1 to 6:
1. Br -0.3183
2. S 1.2421
3. P 0.6413
4. O -0.5543
5. O -0.5768
6. O -0.4204



(4)
Here is a structure of composition C34H39FeN2O3P2S4 from the OMol25 dataset. Energies are from the ωB97M-V functional and the def2-TZVPD basis.

Computed properties:
HOMO level (spin up / spin down): -3.2 / -3.2 eV
Orbital gap (spin up / spin down): 5.72 / 5.73 eV
Net charge: -1

Structure (XYZ):
```
85
C34H39FeN2O3P2S4 | the OMol25 dataset | the ωB97M-V functional and the def2-TZVPD basis
Fe 0.06 0.81 0.30
S 2.55 1.05 0.29
S -0.12 1.00 -1.98
S -2.21 0.52 0.44
S 0.40 0.74 2.84
P 0.11 -2.65 -0.09
P 2.27 0.82 2.23
O 0.35 -1.24 0.29
O 3.02 -0.51 2.80
O 3.12 1.99 2.98
N -0.99 4.85 -0.80
N -0.19 2.79 0.28
C -2.23 5.33 -2.84
C 1.50 -4.49 -1.71
C 4.17 2.93 4.91
C -0.91 4.84 -2.25
C -1.85 1.11 -2.23
C -0.75 -4.98 3.76
C 5.01 -1.64 3.46
C -3.72 1.43 -3.76
C -2.70 6.59 -0.71
C 2.75 -2.63 -0.81
C -4.13 0.92 -1.45
C -1.31 -2.90 -1.17
C -2.62 6.68 -2.23
C -3.27 -4.09 -1.87
C 3.89 -3.10 -1.43
C -1.51 -1.96 -2.18
C 3.85 -4.27 -2.18
C -0.19 -3.65 1.40
C 4.36 -0.77 2.40
C -2.19 -3.97 -1.02
C -2.35 1.38 -3.51
C -1.00 -3.05 2.35
C 3.00 2.11 4.40
C 0.06 -5.57 2.81
C -1.28 -3.71 3.53
C -1.37 6.08 -0.14
C 1.55 -3.33 -0.94
C 0.35 -4.91 1.63
C -0.58 3.79 -0.14
C -4.61 1.19 -2.72
C -2.76 0.88 -1.17
C -3.48 -3.14 -2.87
C -2.60 -2.08 -3.02
C 2.66 -4.96 -2.32
H -1.91 -3.24 4.28
H -3.01 4.58 -2.63
H -3.58 7.01 -2.64
H 2.75 -1.70 -0.25
H -5.68 1.21 -2.90
H -4.82 0.73 -0.64
H -0.97 -5.50 4.69
H 1.00 -5.37 0.89
H -2.93 7.56 -0.28
H 2.05 2.59 4.64
H -0.09 5.49 -2.58
H -4.07 1.64 -4.76
H 3.00 1.11 4.86
H 0.48 -6.55 2.99
H -2.78 -1.32 -3.77
H -0.83 -1.13 -2.27
H -3.97 -4.91 -1.75
H -4.34 -3.23 -3.52
H 2.62 -5.86 -2.92
H -1.88 7.43 -2.52
H 5.12 2.43 4.68
H 4.35 -1.28 1.43
H 4.10 3.06 5.99
H 5.04 -1.12 4.41
H -1.64 1.55 -4.31
H 4.18 3.91 4.43
H -2.05 -4.69 -0.22
H -2.14 5.40 -3.93
H 6.03 -1.89 3.16
H -1.38 -2.05 2.17
H 4.91 0.17 2.28
H -0.69 3.82 -2.57
H 4.75 -4.63 -2.66
H -0.59 6.84 -0.29
H 4.44 -2.56 3.58
H 0.56 -5.01 -1.84
H 4.82 -2.54 -1.33
H -3.49 5.89 -0.42
H -1.45 5.90 0.93
```

Atomic partial charges in e from the Mulliken method, atoms 1 to 6:
1. Fe 0.0797
2. S -0.5764
3. S -0.6105
4. S -0.6360
5. S -0.6118
6. P 0.2431



(5)
Here is a structure of composition C27H41F6N4O8S3SbTi from the OMol25 dataset. Energies are from the ωB97M-V functional and the def2-TZVPD basis.

Computed properties:
HOMO level (spin up / spin down): -1.0 / -1.0 eV
Orbital gap (spin up / spin down): 4.74 / 4.74 eV
Net charge: -2

Structure (XYZ):
```
91
C27H41F6N4O8S3SbTi | the OMol25 dataset | the ωB97M-V functional and the def2-TZVPD basis
Sb -1.06 1.48 -1.62
Ti 1.36 -1.44 0.41
S 1.90 0.48 -1.76
S 0.62 -3.63 -1.48
S -0.97 -2.67 0.41
F -0.05 -4.80 -3.71
F -5.25 -3.53 1.92
F -3.71 -2.15 1.20
F 0.19 -2.66 -3.92
F 1.92 -3.92 -3.68
F -3.15 -4.07 2.11
O 1.57 -2.46 -1.29
O 0.42 -3.14 0.99
O -0.57 -1.18 0.14
O 1.87 0.24 -0.17
O 1.21 -4.90 -1.15
O 0.62 -0.05 -2.30
O 1.91 1.91 -2.00
O 3.06 -0.23 -2.25
N 1.57 -0.93 2.32
N 1.52 1.83 2.13
N 3.37 -2.24 0.96
N -0.87 -3.38 -1.10
C 0.65 -3.74 -3.31
C 0.33 1.15 2.44
C 2.56 1.84 3.14
C -2.57 3.85 -0.81
C -2.05 1.14 2.88
C 2.34 -3.57 4.83
C 3.29 -4.29 4.13
C 1.75 -2.44 4.28
C 4.33 -1.10 1.04
C -2.57 -0.86 -3.10
C -0.89 1.82 2.51
C -1.61 4.88 -0.27
C -2.76 0.13 -1.96
C -0.25 3.76 -3.46
C 3.66 -3.86 2.85
C -4.08 0.89 -2.07
C -3.56 4.36 -1.82
C 3.07 -2.74 2.29
C -0.83 2.36 -3.61
C -2.05 2.41 -4.52
C 3.93 -3.25 0.05
C -4.03 -2.97 2.34
C -2.00 -0.21 3.18
C 1.45 3.04 1.35
C -0.80 -0.88 3.07
C 0.37 -0.23 2.67
C 2.08 -2.02 3.00
H -1.59 -1.33 -3.05
H 2.42 3.21 0.88
H -0.97 4.41 -2.98
H -4.05 3.56 -2.36
H 4.00 -2.82 -0.95
H 4.39 -4.43 2.29
H -2.86 2.98 -4.06
H 5.27 -1.45 1.47
H -2.98 1.69 2.94
H -2.11 5.75 0.19
H -0.07 1.70 -4.06
H -1.78 2.92 -5.46
H -4.18 1.63 -1.27
H -2.93 3.10 -0.11
H 1.19 3.93 1.95
H 3.27 -4.12 0.00
H -0.94 2.88 2.30
H 4.93 -3.55 0.38
H -3.07 5.01 -2.55
H 0.72 2.92 0.55
H 2.40 2.63 3.89
H 3.74 -5.18 4.54
H 2.03 -3.91 5.81
H -2.78 -0.42 -1.02
H 2.59 0.88 3.66
H -0.01 4.18 -4.45
H -0.78 -1.96 3.23
H -4.17 1.41 -3.02
H -2.69 -0.40 -4.08
H 3.90 -0.31 1.66
H 0.67 3.75 -2.87
H 3.53 2.02 2.67
H -0.96 4.45 0.50
H -4.38 4.98 -1.38
H -3.31 -1.67 -3.01
H -4.92 0.18 -1.98
H 0.99 -1.90 4.83
H -2.42 1.42 -4.78
H 4.49 -0.71 0.03
H -0.96 5.28 -1.05
H -2.89 -0.77 3.44
```

Atomic partial charges in e from the Mulliken method, atoms 1 to 6:
1. Sb -0.3312
2. Ti 0.0205
3. S 1.1733
4. S 0.8203
5. S 0.9590
6. F -0.2348



Values of strongest force on any atom, in order: 3.0; 5.2; 7.9; 0.5; 2.7, all in eV/Å.